Entry 1:
The following is a quantum chemistry calculation of C33H40GeN6S2Sc as an isolated structure, from the OMol25 dataset.

Properties
DFT total energy: -142700.8613 eV
LUMO level: 1.89 eV
relative energy (zero: lowest compared OMol25 entry of this formula, charge and spin): 0.0 kJ/mol
molecular weight: 702.425 g mol⁻¹
net charge: -1
HOMO level: -0.0596 Ha
frontier orbital gap: 3.515 eV

Last column: Mulliken charge in e.
Positions of all 83 atoms, in Å:
1 Sc 0.066 -3.271 -0.144  -0.740
2 C -2.630 -1.511 1.350  1.056
3 C -1.601 -1.749 2.455  -1.229
4 N -0.392 -2.495 2.063  0.408
5 C 0.852 -1.950 2.642  -1.844
6 C 1.536 -1.028 1.648  0.832
7 N 1.762 -1.757 0.398  0.616
8 C 2.303 -0.957 -0.711  -1.791
9 C 1.287 -0.431 -1.743  1.554
10 C 0.881 -1.481 -2.793  -2.063
11 N -0.080 -2.508 -2.368  0.252
12 C -1.461 -2.432 -2.861  -1.148
13 C -2.470 -2.111 -1.761  -0.243
14 N -2.235 -2.977 -0.615  0.009
15 C -3.084 -2.736 0.554  -1.408
16 H -2.242 -0.761 0.653  -0.953
17 H -3.500 -1.046 1.824  0.510
18 H -2.085 -2.258 3.296  0.326
19 H -1.290 -0.766 2.822  0.372
20 H -0.479 -3.465 2.376  0.435
21 H 1.516 -2.783 2.865  0.662
22 H 0.654 -1.426 3.583  0.328
23 H 2.482 -0.672 2.079  0.453
24 H 0.906 -0.157 1.447  -0.665
25 H 2.446 -2.498 0.588  -0.043
26 H 3.007 -1.599 -1.243  0.488
27 H 2.879 -0.115 -0.313  0.307
28 H 1.852 0.316 -2.320  0.514
29 H -0.721 0.315 -1.921  1.200
30 H 1.788 -1.995 -3.120  0.477
31 H 0.471 -0.950 -3.663  0.316
32 H 0.327 -3.423 -2.575  0.359
33 H -1.722 -3.407 -3.282  0.533
34 H -1.551 -1.699 -3.670  0.358
35 H -3.487 -2.218 -2.167  0.435
36 H -2.358 -1.074 -1.439  -0.028
37 H -2.270 -3.966 -0.863  0.393
38 H -3.028 -3.636 1.171  0.415
39 H -4.131 -2.604 0.244  0.327
40 S 1.923 -4.711 -1.119  -0.449
41 C 1.055 -4.985 0.437  0.761
42 S -0.621 -5.617 0.384  -0.551
43 C 1.843 -5.058 1.719  0.180
44 C 3.040 -4.340 1.807  0.345
45 N 4.032 -3.730 1.908  -0.795
46 C 1.165 -5.210 2.937  0.274
47 N 0.607 -5.259 3.960  -0.810
48 C 0.052 0.245 -1.148  0.388
49 Ge 0.176 2.083 -0.445  2.531
50 C -0.745 3.227 -1.742  -0.292
51 C -0.710 2.919 -3.102  -0.279
52 C -1.325 3.736 -4.041  -0.757
53 C -1.992 4.882 -3.628  -0.476
54 C -2.037 5.203 -2.279  -0.735
55 C -1.418 4.382 -1.346  -0.530
56 C -0.845 2.188 1.223  -0.123
57 C -0.261 2.410 2.469  -0.194
58 C -1.026 2.416 3.628  -0.722
59 C -2.397 2.206 3.556  -0.557
60 C -2.996 1.995 2.323  -0.683
61 C -2.225 1.986 1.169  -0.249
62 C 1.984 2.806 -0.252  0.129
63 C 2.406 3.789 -1.149  -0.613
64 C 3.682 4.330 -1.074  -0.774
65 C 4.561 3.902 -0.090  -0.550
66 C 4.157 2.932 0.816  -0.920
67 C 2.881 2.391 0.733  0.521
68 H -0.382 -0.376 -0.360  -2.341
69 H -0.194 2.026 -3.443  0.356
70 H -1.286 3.479 -5.092  0.413
71 H -2.476 5.520 -4.356  0.372
72 H -2.558 6.095 -1.951  0.395
73 H -1.464 4.644 -0.295  0.386
74 H 0.806 2.583 2.545  0.269
75 H -0.554 2.580 4.588  0.420
76 H -2.994 2.202 4.459  0.368
77 H -4.065 1.832 2.260  0.433
78 H -2.709 1.818 0.212  0.436
79 H 1.730 4.143 -1.920  0.359
80 H 3.989 5.087 -1.785  0.414
81 H 5.558 4.319 -0.030  0.368
82 H 4.836 2.586 1.584  0.443
83 H 2.599 1.625 1.442  0.062


Entry 2:
The following is a quantum chemistry calculation of C33H40MoN4P2Se as an isolated structure, from the OMol25 dataset.

Properties
DFT total energy: -126588.3950 eV
LUMO level (spin up / spin down): -8.44 / -8.38 eV
molecular weight: 729.559 g mol⁻¹
net charge: +2
HOMO level (spin up / spin down): -0.4958 / -0.4961 Ha
<S²>: 2.051
frontier orbital gap (spin up / spin down): 5.050 / 5.120 eV
spin multiplicity: 3

Last column: Löwdin spin population.
Positions of all 81 atoms, in Å:
1 Mo -0.949 -0.790 1.296  1.471
2 C 4.802 -1.808 -1.684  0.002
3 C 4.748 -0.486 -1.470  0.001
4 C 4.631 0.542 -2.561  0.000
5 C 3.745 0.153 -3.762  0.000
6 C 2.508 -0.633 -3.415  0.000
7 C 2.497 -1.966 -3.425  0.000
8 C 3.730 -2.750 -3.814  0.000
9 C 5.037 -2.412 -3.036  0.000
10 C -3.090 -1.111 1.214  0.065
11 H 4.765 -2.551 -0.890  0.000
12 H 4.986 -0.068 -0.494  0.000
13 H 5.650 0.770 -2.928  0.000
14 H 4.252 1.490 -2.141  0.000
15 H 3.443 1.080 -4.278  0.000
16 H 4.359 -0.391 -4.494  0.000
17 H 1.610 -0.035 -3.281  0.000
18 H 1.592 -2.554 -3.304  0.000
19 H 3.951 -2.601 -4.890  0.000
20 H 3.553 -3.830 -3.678  0.000
21 H 5.597 -3.356 -2.891  0.000
22 H 5.697 -1.775 -3.652  0.000
23 H -3.437 -1.679 2.094  0.009
24 H -3.468 -1.485 0.251  0.006
25 H -3.323 -0.036 1.370  0.021
26 P -1.367 0.334 -0.852  0.032
27 P 0.514 0.972 1.240  0.061
28 N -1.789 -0.896 -2.074  0.000
29 N -2.596 1.569 -1.332  0.008
30 N 1.694 -0.356 1.440  0.048
31 N 1.145 1.915 2.548  0.002
32 C 0.151 1.107 -1.467  0.006
33 C 0.961 1.785 -0.322  -0.004
34 C -2.050 -2.208 -1.670  0.005
35 C -2.318 -2.960 -2.794  0.001
36 C -2.206 -2.104 -3.936  0.002
37 C -1.902 -0.826 -3.463  -0.001
38 C -3.986 1.364 -1.325  -0.001
39 C -4.620 2.540 -1.751  0.003
40 C -3.590 3.497 -2.028  0.000
41 C -2.373 2.880 -1.764  0.001
42 C 1.150 -1.673 1.549  0.029
43 C 2.232 -2.551 1.383  0.018
44 C 3.378 -1.788 1.071  0.020
45 C 2.995 -0.444 1.028  0.033
46 C 2.460 2.174 2.952  0.003
47 C 2.428 3.011 4.059  0.000
48 C 1.045 3.241 4.376  0.003
49 C 0.291 2.545 3.447  0.003
50 H -0.091 1.841 -2.255  0.001
51 H 0.746 0.298 -1.923  0.000
52 H 2.050 1.779 -0.549  -0.001
53 H 0.658 2.846 -0.193  0.000
54 H -2.028 -2.494 -0.623  0.004
55 H -2.556 -4.006 -2.774  0.000
56 H -2.308 -2.408 -4.949  0.000
57 H -1.785 0.106 -3.991  0.000
58 H -4.400 0.420 -1.012  0.000
59 H -5.688 2.700 -1.824  0.000
60 H -3.730 4.518 -2.353  0.000
61 H -1.368 3.273 -1.836  0.000
62 H 0.264 -1.777 2.281  0.006
63 H 2.164 -3.628 1.514  0.001
64 H 4.377 -2.171 0.906  0.000
65 H 3.551 0.448 0.760  0.001
66 H 3.303 1.733 2.446  0.000
67 H 3.275 3.441 4.581  0.000
68 H 0.644 3.848 5.175  0.000
69 H -0.772 2.401 3.348  0.002
70 Se -1.475 -0.395 3.715  0.099
71 C -3.330 -0.064 4.290  0.034
72 C -4.090 -1.107 4.854  0.005
73 C -5.371 -0.858 5.356  0.003
74 C -5.917 0.433 5.268  -0.005
75 C -5.180 1.468 4.679  0.001
76 C -3.906 1.211 4.160  0.000
77 H -3.694 -2.123 4.867  0.001
78 H -5.957 -1.670 5.794  0.000
79 H -6.929 0.623 5.626  0.000
80 H -5.612 2.469 4.589  0.000
81 H -3.378 1.998 3.622  0.000


Entry 3:
The following is a quantum chemistry calculation of C33H40N4NiP2Te as an isolated structure, from the OMol25 dataset.

Properties
DFT total energy: -107740.3178 eV
LUMO level (spin up / spin down): 0.32 / -1.69 eV
molecular weight: 740.952 g mol⁻¹
net charge: 0
HOMO level (spin up / spin down): -0.2226 / -0.2781 Ha
<S²>: 2.029
frontier orbital gap (spin up / spin down): 6.372 / 5.875 eV
spin multiplicity: 3

Last column: Löwdin spin population.
Positions of all 81 atoms, in Å:
1 Ni 0.082 -0.019 4.591  0.994
2 C -1.145 1.760 4.052  0.010
3 C -1.458 0.757 3.139  -0.015
4 C -0.935 0.683 1.714  -0.003
5 C 0.344 -0.179 1.576  -0.001
6 C 1.309 -0.044 2.733  0.012
7 C 1.621 1.130 3.410  0.018
8 C 1.097 2.510 3.048  0.001
9 C -0.181 2.904 3.828  0.000
10 C 1.453 -1.220 5.588  0.194
11 H -1.811 1.884 4.903  0.006
12 H -2.331 0.146 3.358  0.001
13 H -0.757 1.692 1.334  0.000
14 H -1.714 0.248 1.079  0.000
15 H 0.053 -1.233 1.516  0.000
16 H 0.850 0.057 0.627  0.000
17 H 1.976 -0.892 2.873  -0.001
18 H 2.494 1.108 4.059  0.000
19 H 0.918 2.565 1.971  0.000
20 H 1.876 3.248 3.267  0.000
21 H 0.110 3.281 4.814  0.000
22 H -0.689 3.735 3.315  0.000
23 H 1.361 -1.112 6.673  0.009
24 H 2.485 -0.989 5.292  0.018
25 H 1.248 -2.269 5.337  0.004
26 P 1.422 -1.246 -4.058  0.000
27 P -1.647 -0.567 -3.611  0.000
28 N 2.841 -0.243 -3.882  0.000
29 N 1.983 -2.538 -5.068  0.000
30 N -1.754 1.147 -3.379  0.000
31 N -3.295 -1.017 -3.971  0.000
32 C 0.522 -0.234 -5.322  0.000
33 C -0.967 -0.605 -5.333  0.000
34 C 3.105 0.401 -2.674  0.000
35 C 4.090 1.335 -2.886  0.000
36 C 4.448 1.269 -4.268  0.000
37 C 3.666 0.304 -4.858  0.000
38 C 2.235 -3.803 -4.533  0.000
39 C 2.749 -4.601 -5.522  0.000
40 C 2.822 -3.813 -6.711  0.000
41 C 2.354 -2.558 -6.414  0.000
42 C -1.688 1.699 -2.098  0.000
43 C -1.886 3.053 -2.195  0.000
44 C -2.084 3.357 -3.577  0.000
45 C -2.003 2.182 -4.283  0.000
46 C -4.248 -0.355 -4.737  0.000
47 C -5.277 -1.231 -4.995  0.000
48 C -4.949 -2.480 -4.384  0.000
49 C -3.732 -2.325 -3.763  0.000
50 H 0.997 -0.422 -6.292  0.000
51 H 0.627 0.832 -5.100  0.000
52 H -1.557 0.096 -5.935  0.000
53 H -1.088 -1.602 -5.768  0.000
54 H 2.557 0.124 -1.785  0.000
55 H 4.523 1.981 -2.135  0.000
56 H 5.212 1.852 -4.766  0.000
57 H 3.629 -0.055 -5.875  0.000
58 H 2.016 -3.998 -3.493  0.000
59 H 3.033 -5.639 -5.415  0.000
60 H 3.173 -4.137 -7.681  0.000
61 H 2.241 -1.686 -7.040  0.000
62 H -1.502 1.059 -1.249  0.000
63 H -1.881 3.753 -1.372  0.000
64 H -2.259 4.334 -4.005  0.000
65 H -2.088 1.996 -5.342  0.000
66 H -4.111 0.679 -5.012  0.000
67 H -6.179 -0.998 -5.544  0.000
68 H -5.549 -3.379 -4.385  0.000
69 H -3.124 -3.011 -3.192  0.000
70 Te -1.766 -0.909 6.139  0.652
71 C -0.949 -0.268 7.989  0.049
72 C -1.111 1.055 8.411  0.018
73 C -0.594 1.462 9.646  0.000
74 C 0.086 0.547 10.457  0.009
75 C 0.246 -0.776 10.036  -0.001
76 C -0.275 -1.184 8.805  0.017
77 H -1.642 1.764 7.789  0.004
78 H -0.723 2.485 9.976  0.000
79 H 0.484 0.862 11.414  0.001
80 H 0.768 -1.486 10.665  0.000
81 H -0.154 -2.212 8.486  0.004